1.
Formula: C18H37IN4O5P3S2
Source: the Open Molecules 2025 dataset
Level of theory: wB97M-V/def2-TZVPD

Values from the calculation:
total charge = +1
E_tot = -3421.0365 Ha
F_max = 3.3 eV Å⁻¹
energy above the lowest of the compared OMol25 structures with the same formula, charge and spin = 26.4 kcal per mole
LUMO energy = -0.1399 Eh

Cartesian coordinates (Å):
C -3.4668 -0.1551 -1.0745
C -2.7591 0.3958 -0.1219
C -1.3450 0.0181 0.3448
O -0.2311 0.5711 -0.3113
C -0.1154 1.9550 -0.5403
C -0.7543 2.2670 -1.9519
C -0.7003 1.1215 -2.9340
N 0.1971 0.8688 -3.7774
N -0.8317 2.8781 0.3582
C -0.2934 3.2963 1.3545
S -0.0321 3.5408 2.8647
C 1.4047 2.2884 -0.7723
O 1.6099 3.6479 -1.0455
C 2.4137 4.4248 -0.1830
C 2.1877 5.9322 -0.5435
I 3.6356 6.3809 -2.1112
C 0.8121 6.2608 -1.1049
C -0.3198 6.2352 -0.0260
P 2.6336 1.4254 0.3272
O 2.3273 -0.1562 0.3998
O 2.7103 1.9422 1.8454
S 4.4316 1.5608 -0.4363
P -1.3717 0.2188 2.2198
N 0.0328 0.0421 2.9149
P -1.0944 -1.8703 0.1867
C -2.6472 -2.7257 0.7569
C -0.9004 -2.3583 -1.5974
C -1.7811 -3.5625 -2.0264
H -4.5364 0.0220 -1.0736
H -3.0766 -0.7678 -1.8771
H -3.2308 1.2294 0.4007
H -1.8100 2.4558 -1.7377
H -0.3702 3.1929 -2.3852
H -1.5756 0.4704 -2.9634
H 0.9364 1.5740 -3.6812
H 1.5914 1.7887 -1.7305
H 2.1952 4.3391 0.8900
H 3.4863 4.2777 -0.3059
H 2.4357 6.5636 0.3051
H 0.8598 7.3033 -1.4313
H 0.5520 5.6998 -1.9987
H -1.0954 5.5292 -0.3088
H -0.7292 7.2360 0.0874
H 0.1413 5.9482 0.9229
H 3.2068 -0.5651 0.4855
H 3.5109 2.4878 1.9251
H -2.2617 -0.7359 2.7759
H -2.0035 1.4690 2.4354
H 0.7091 -0.1704 2.1798
H -3.4729 -2.6598 0.0472
H -2.3689 -3.7838 0.7907
H -2.9309 -2.4520 1.7697
H 0.1302 -2.6839 -1.7453
H -1.0845 -1.5726 -2.3309
H -2.8452 -3.3379 -1.9608
H -1.5106 -4.4866 -1.5194
H -1.5833 -3.7042 -3.0929
C 1.4081 -4.7148 2.5151
C 0.5301 -5.3863 1.5188
O 0.0230 -4.8873 0.5726
N 0.1371 -6.8211 1.7455
C 1.0198 -7.7689 0.9765
H 1.9552 -3.9163 2.0214
H 0.7899 -4.2987 3.3142
H 2.1239 -5.4212 2.9423
H 0.1466 -7.0470 2.7418
H -0.8041 -6.8801 1.3490
H 0.7017 -8.7814 1.2093
H 2.0500 -7.6194 1.2893
H 0.8966 -7.5683 -0.0836

=====

2.
Formula: CH3N2S
Source: the Open Molecules 2025 dataset
Level of theory: wB97M-V/def2-TZVPD

Values from the calculation:
total charge = +1
E_tot = -547.1462 Ha
F_max = 4.8 eV Å⁻¹
energy above the lowest of the compared OMol25 structures with the same formula, charge and spin = 72.1 kcal per mole
LUMO energy = -0.2731 Eh

Cartesian coordinates (Å):
C -0.2985 0.9420 -0.2680
N 0.5701 1.8441 -0.0243
N -0.5959 -0.7948 0.2712
S -1.2607 2.3352 -0.4991
H 1.1616 1.8417 0.7915
H 0.0211 -1.3301 -0.4897
H -1.5975 -1.0296 0.0227

=====

3.
Formula: C2H3N3O
Source: the Open Molecules 2025 dataset
Level of theory: wB97M-V/def2-TZVPD

Values from the calculation:
E_tot = -317.4119 Ha
SMILES string = On1ccnn1
F_max = 1.6 eV Å⁻¹
energy above the lowest of the compared OMol25 structures with the same formula, charge and spin = 75.6 kcal per mole
LUMO energy = 0.0156 Eh

Cartesian coordinates (Å):
O -0.3771 -0.1416 2.0505
N -0.0398 0.1710 0.7481
C -0.3520 -0.4474 -0.4076
C 0.3616 0.2658 -1.3221
N 1.1453 1.1974 -0.6800
N 0.8593 1.0881 0.5980
H -0.9024 -0.9567 1.9916
H -1.0724 -1.2398 -0.5622
H 0.3775 0.0632 -2.4162

=====

4.
Formula: C15H16N3O5S2SiSn
Source: the Open Molecules 2025 dataset
Level of theory: wB97M-V/def2-TZVPD

Values from the calculation:
total charge = +1
E_tot = -2421.5561 Ha
F_max = 0.6 eV Å⁻¹
energy above the lowest of the compared OMol25 structures with the same formula, charge and spin = 16.6 kcal per mole
LUMO energy = -0.1537 Eh

Cartesian coordinates (Å):
Sn -3.3480 -1.2491 1.8473
C 3.4919 -2.5791 2.1333
Si 2.5796 -1.5935 0.8518
C 2.1457 -2.6519 -0.6024
C 3.5443 -0.1003 0.3113
C 1.0677 -0.8653 1.7956
C 1.3758 -0.0156 2.8712
C 0.3961 0.6015 3.6266
C -0.9271 0.3533 3.3157
N -1.2527 -0.4572 2.3092
C -0.2856 -1.0363 1.5706
S -0.9385 -2.0169 0.2264
H 4.4103 -2.9835 1.7024
H 2.8925 -3.4214 2.4840
H 3.7763 -1.9794 2.9995
H 3.0884 -3.0086 -1.0263
H 1.6188 -2.1045 -1.3841
H 1.5516 -3.5220 -0.3216
H 4.4570 -0.4071 -0.2032
H 3.8405 0.5251 1.1557
H 2.9649 0.5162 -0.3789
H 2.4145 0.1709 3.1182
H 0.6446 1.2604 4.4461
H -1.7421 0.7961 3.8754
O -0.5289 -3.7159 1.5028
S -1.5204 -4.0627 2.5749
N -2.6335 -3.1360 2.8007
O -1.0104 -0.5391 -0.7933
C -2.1299 0.1334 -0.8714
O -3.1295 -0.1251 -0.1960
C -2.0990 1.2552 -1.8357
C -1.1299 1.2794 -2.8348
C -1.1065 2.3265 -3.7402
C -2.0481 3.3265 -3.6010
C -3.0189 3.3274 -2.6181
C -3.0481 2.2670 -1.7296
N -2.0171 4.4612 -4.5624
O -1.1799 4.4223 -5.4347
O -2.8492 5.3275 -4.4176
H -0.4028 0.4837 -2.9060
H -0.3804 2.3776 -4.5373
H -3.7292 4.1388 -2.5654
H -3.8049 2.2205 -0.9589

=====

5.
Formula: C9H14
Source: the Open Molecules 2025 dataset
Level of theory: wB97M-V/def2-TZVPD

Values from the calculation:
E_tot = -351.3167 Ha
SMILES string = Cc1ccccc1.CC
F_max = 1.5 eV Å⁻¹
energy above the lowest of the compared OMol25 structures with the same formula, charge and spin = 8.5 kcal per mole
LUMO energy = 0.0364 Eh

Cartesian coordinates (Å):
C 1.8876 1.1920 -1.4666
C 1.0950 -0.0695 -1.3071
C 1.5489 -1.1032 -0.5288
C 0.8724 -2.3410 -0.5265
C -0.2413 -2.5225 -1.2979
C -0.7314 -1.4557 -2.0389
C -0.0641 -0.2550 -2.0713
H 2.9639 1.0265 -1.4264
H 1.6993 1.9509 -0.6935
H 1.6359 1.7237 -2.3766
H 2.4943 -1.0692 0.0203
H 1.3050 -3.1036 0.1211
H -0.6625 -3.4998 -1.4706
H -1.6773 -1.5372 -2.5721
H -0.4141 0.5817 -2.6597
C -1.3750 0.9970 1.8428
C -1.5845 1.6410 3.2154
H -2.3397 0.9105 1.3492
H -0.6368 1.5356 1.2506
H -0.9613 -0.0129 1.8827
H -2.5692 1.4073 3.6262
H -0.8623 1.2939 3.9599
H -1.3829 2.7096 3.1677

=====

6.
Formula: C34H43N4O5
Source: the Open Molecules 2025 dataset
Level of theory: wB97M-V/def2-TZVPD

Values from the calculation:
total charge = +1
E_tot = -1916.2145 Ha
F_max = 4.2 eV Å⁻¹
energy above the lowest of the compared OMol25 structures with the same formula, charge and spin = 14.8 kcal per mole
LUMO energy = -0.1976 Eh

Cartesian coordinates (Å):
C -1.3971 2.7562 1.6738
O 0.0224 2.5201 1.7090
C 0.8399 3.4992 1.2741
O 0.4554 4.5200 0.7355
C 2.3065 3.1940 1.5729
C 2.7860 4.0497 2.7742
C 3.9097 4.9448 2.2633
C 4.0740 4.6447 0.7786
N 3.1604 3.5691 0.4598
C 3.1062 3.1114 -0.8261
C 1.9862 2.7295 -1.5593
C 1.8118 3.4184 -2.8817
C 3.1102 3.5453 -3.7224
C 4.3417 2.9554 -3.0296
C 4.3795 3.4549 -1.5986
H -1.8318 1.9855 2.3189
H -1.6474 3.7555 2.0505
H -1.7627 2.6289 0.6480
H 2.3481 2.1140 1.7781
H 1.9616 4.6625 3.1615
H 3.1400 3.3827 3.5667
H 3.6792 6.0038 2.3992
H 4.8576 4.7408 2.7680
H 3.8711 5.5460 0.1740
H 5.1123 4.3639 0.5753
H 1.0927 2.2914 -1.1235
H 1.0130 2.9781 -3.4942
H 1.4922 4.4612 -2.6753
H 2.9561 3.0483 -4.6834
H 3.2762 4.6118 -3.9131
H 4.2702 1.8690 -3.0282
H 5.2821 3.2143 -3.5300
H 4.4627 4.5524 -1.6594
H 5.2874 3.1024 -1.0923
C -5.0509 -3.9492 -1.4685
N -4.1151 -3.0346 -0.8488
C -4.5608 -1.8591 -0.3120
O -5.7320 -1.4930 -0.2770
C -3.3534 -1.1024 0.2289
C -3.4529 -0.9200 1.7411
C -4.5615 0.0256 2.1395
C -5.4680 -0.3418 3.1388
C -6.5574 0.4807 3.4324
C -6.7368 1.6813 2.7346
C -5.7750 2.0946 1.8067
C -4.6970 1.2592 1.4960
N -2.2378 -1.9486 -0.2014
C -0.9560 -1.5438 -0.0988
C 0.1540 -2.3387 -0.3896
C 1.4650 -1.8992 -0.5567
C 2.5263 -2.8681 -0.6822
C 3.8120 -2.6389 -0.0970
C 4.7267 -3.6647 0.0547
C 4.4222 -4.9429 -0.4600
N 5.4538 -5.8922 -0.6810
O 5.1563 -6.9378 -1.3071
O 6.6167 -5.6414 -0.3019
C 3.1713 -5.2111 -1.0397
C 2.2675 -4.1802 -1.2053
C -2.6680 -3.2242 -0.8124
C -2.3157 -4.4178 0.0903
C -2.1311 -3.3915 -2.2369
H -6.0493 -3.5055 -1.3995
H -4.8011 -4.1087 -2.5253
H -5.0548 -4.9277 -0.9691
H -3.2947 -0.1302 -0.2868
H -3.6384 -1.9102 2.1867
H -2.4785 -0.5748 2.1221
H -5.3158 -1.2892 3.6601
H -7.2780 0.1669 4.1893
H -7.6151 2.3012 2.9312
H -5.8751 3.0556 1.2977
H -3.9672 1.5646 0.7411
H -0.8145 -0.5127 0.2453
H 0.0181 -3.4312 -0.4336
H 1.7073 -0.8501 -0.4063
H 4.0520 -1.6406 0.2745
H 5.6873 -3.5275 0.5415
H 2.9569 -6.2178 -1.3809
H 1.3325 -4.3833 -1.7330
H -2.9156 -4.3562 1.0084
H -2.5325 -5.3587 -0.4331
H -1.2647 -4.4224 0.3893
H -2.5547 -2.5951 -2.8624
H -1.0443 -3.3033 -2.2622
H -2.4157 -4.3691 -2.6461

=====

E_tot of number 4 (C15H16N3O5S2SiSn)?
-2421.5561 Ha